This record from OMol25 describes a cluster of 2 separate species, C15H17IN2O3S in total in a non-equilibrium geometry. The level of theory is ωB97M-V/def2-TZVPD.

The geometry in XYZ format:
```
39
Properties=species:S:1:pos:R:3:forces:R:3:nbo_charge:R:1
C 5.347 -1.491 0.788 0.1 -0.4 -0.8 -0.65
C 3.936 -1.755 0.141 -0.3 -0.8 0.2 0.01
C 3.466 -3.117 0.076 -1.4 3.1 -1.2 -0.21
C 2.118 -3.371 -0.565 1.0 2.2 -0.6 -0.14
S 1.601 -5.124 -0.632 0.0 0.2 0.1 -0.04
C 1.315 -2.266 -1.113 1.8 -1.8 1.3 -0.03
C -0.037 -2.619 -1.797 -0.2 1.0 -0.6 -0.45
C -1.282 -1.747 -1.337 0.2 1.0 -0.7 -0.44
C -1.229 -1.263 0.159 -0.2 -0.7 -0.9 -0.47
I -3.101 -0.159 0.503 0.7 -0.4 0.1 0.02
C 1.855 -0.857 -1.020 -0.1 -1.0 0.0 0.17
N 1.066 0.145 -1.573 2.3 1.4 1.1 -0.40
C 1.596 1.382 -1.416 0.7 -1.2 0.6 0.00
C 2.891 1.620 -0.726 0.0 0.2 -0.1 0.01
N 3.723 0.681 -0.207 -3.7 0.2 -1.9 -0.36
C 3.149 -0.572 -0.380 0.5 -2.7 0.5 0.10
H 5.345 -1.595 1.904 -0.2 0.3 -1.0 0.23
H 6.058 -2.284 0.404 -0.8 0.8 0.4 0.22
H 5.773 -0.496 0.478 -0.6 -1.1 0.5 0.25
H 4.118 -3.925 0.475 -0.8 0.6 -0.5 0.24
H 1.885 -5.612 -1.888 0.1 1.0 0.5 0.15
H 0.104 -2.409 -2.903 -0.2 -0.3 1.1 0.23
H -0.332 -3.694 -1.727 0.8 0.9 0.3 0.24
H -1.287 -0.830 -2.000 -0.1 -0.9 0.9 0.23
H -2.247 -2.280 -1.588 1.1 0.4 0.6 0.22
H -0.407 -0.536 0.352 -0.8 -0.7 -0.1 0.23
H -1.187 -2.150 0.839 -0.2 1.0 -0.3 0.23
H 1.020 2.253 -1.819 0.6 -0.9 0.4 0.21
H 3.220 2.691 -0.624 -0.3 -1.2 -0.1 0.21
O -5.070 6.509 2.942 0.0 -0.3 -0.2 -0.57
C -4.971 5.455 2.399 0.0 0.5 0.3 0.96
O -3.820 4.732 2.327 -0.4 0.2 -0.1 -0.49
C -4.158 3.449 1.808 0.4 -0.5 0.0 -0.11
C -5.433 3.716 1.058 -0.3 -0.3 -0.4 -0.10
O -5.994 4.816 1.767 0.4 0.1 0.2 -0.49
H -3.366 3.069 1.164 0.1 0.2 0.1 0.21
H -4.300 2.756 2.642 0.0 0.0 0.0 0.19
H -5.254 4.017 0.022 0.0 0.0 0.1 0.18
H -6.110 2.862 1.066 -0.1 0.2 0.1 0.20
```
Forces are in eV/Å.

charge	0
spin multiplicity	1
LUMO energy	-0.97	eV
HOMO energy	-8.88	eV
Kohn-Sham gap	7.910	eV

This record from OMol25 describes a structure of composition C5H10O. The level of theory is ωB97M-V/def2-TZVPD.

The geometry in XYZ format:
```
16
Properties=species:S:1:pos:R:3:forces:R:3:nbo_charge:R:1
C 2.066 -0.053 -0.039 0.2 -0.1 -0.1 -0.26
O 1.007 0.112 0.878 0.0 0.2 0.0 -0.68
C -0.676 0.179 0.097 -0.2 0.1 -0.1 0.27
C -0.757 1.581 0.159 -0.3 0.0 -0.2 -0.81
C -0.814 -0.944 -0.849 0.1 0.0 -0.2 -0.45
C -1.438 -1.000 0.542 -0.1 0.0 0.2 -0.44
H 2.996 0.319 0.403 -0.1 -0.1 -0.1 0.19
H 2.199 -1.116 -0.274 0.0 0.1 0.0 0.18
H 1.875 0.497 -0.975 0.0 -0.1 0.1 0.17
H -0.630 2.139 -0.767 0.0 -0.1 0.1 0.22
H -1.436 2.013 0.891 0.1 -0.1 -0.1 0.23
H 0.528 1.201 0.778 0.2 -0.3 0.1 0.48
H -1.453 -0.777 -1.713 0.1 0.0 0.1 0.23
H 0.031 -1.602 -1.031 -0.1 0.1 0.0 0.23
H -0.986 -1.681 1.256 0.0 0.1 -0.1 0.24
H -2.512 -0.869 0.645 0.2 0.0 0.0 0.22
```
Forces are in eV/Å.

charge	0
spin multiplicity	1
LUMO energy	1.03	eV
energy relative to the best compared isomer or geometry (same formula, charge and spin)	107.6	kcal per mole
HOMO energy	-8.21	eV
Kohn-Sham gap	9.243	eV

This record from OMol25 describes a structure of composition C5H12N2O in a non-equilibrium geometry. The level of theory is ωB97M-V/def2-TZVPD.

The geometry in XYZ format:
```
20
Properties=species:S:1:pos:R:3:forces:R:3:nbo_charge:R:1
C -0.246 1.997 -0.525 0.5 -0.2 4.0 -0.63
C 0.018 0.546 0.012 1.0 2.4 -0.5 0.25
C -0.945 -0.495 -0.478 1.7 -2.1 1.6 -0.12
C 0.311 -1.530 -0.470 -2.6 1.1 2.7 -0.42
C 1.307 -0.270 -0.391 -1.0 -2.0 -0.7 -0.05
H -1.245 2.268 -0.071 0.9 -0.2 -0.7 0.22
H -0.288 2.052 -1.566 0.2 0.3 -1.6 0.20
H 0.512 2.689 -0.008 -1.0 -0.8 -1.2 0.21
H -0.906 0.317 1.632 -2.5 -0.4 0.7 0.49
H -1.287 -0.553 -1.454 -0.8 1.0 -1.8 0.20
H -3.195 -0.796 -0.139 4.9 0.1 2.9 0.39
H -1.703 -1.684 1.261 -1.8 3.8 -3.2 0.37
H 0.162 -1.859 0.599 0.8 -0.3 -0.9 0.19
H 0.007 -2.351 -1.125 1.5 0.0 -0.4 0.22
H 1.597 0.005 -1.408 0.1 0.1 0.1 0.19
H 2.475 -0.440 1.485 -0.7 -0.5 -2.8 0.37
H 2.902 0.625 0.344 -0.1 -2.8 -0.1 0.35
N -2.011 -0.631 0.514 -3.5 -4.5 -0.1 -0.89
N 2.577 -0.442 0.383 -0.4 4.3 2.0 -0.81
O -0.040 0.551 1.407 2.8 0.8 0.1 -0.73
```
Forces are in eV/Å.

charge	0
spin multiplicity	1
LUMO energy	0.44	eV
energy relative to the best compared isomer or geometry (same formula, charge and spin)	139.3	kcal per mole
HOMO energy	-9.13	eV
Kohn-Sham gap	9.570	eV

This record from OMol25 describes a structure of composition C47H47As2F3GeMnN3O2S in a non-equilibrium geometry. The level of theory is ωB97M-V/def2-TZVPD.

The geometry in XYZ format:
```
107
Properties=species:S:1:pos:R:3:forces:R:3:mulliken_spin:R:1
Mn -1.312 1.206 -1.416 -0.3 -0.1 -0.2 2.13
C 2.013 0.600 -2.778 0.0 -0.1 0.0 -0.01
As 0.665 1.968 -2.684 0.0 0.2 0.2 -0.02
C 0.725 2.744 -4.447 -0.1 -0.1 -0.1 0.00
C 1.450 3.294 -1.516 0.1 -0.1 0.1 0.01
C 2.814 3.565 -1.523 0.0 0.1 0.0 0.00
C 3.339 4.462 -0.601 0.0 0.0 0.0 0.00
C 2.509 5.078 0.328 0.1 0.0 0.0 0.00
C 1.143 4.824 0.324 0.1 0.1 -0.1 0.00
C 0.618 3.935 -0.603 0.0 0.0 0.0 0.01
As -1.267 3.605 -0.810 0.2 0.1 -0.1 -0.07
C -1.742 5.013 -2.046 -0.2 0.0 0.1 0.00
C -2.107 4.185 0.821 0.0 -0.1 0.0 0.00
H 2.903 1.027 -3.228 0.2 0.0 0.0 0.00
H 1.653 -0.218 -3.398 0.0 0.0 0.0 0.00
H 2.230 0.234 -1.778 0.0 0.0 0.0 0.00
H 1.658 3.294 -4.519 0.1 0.1 -0.1 0.00
H -0.109 3.417 -4.625 0.0 0.0 0.0 0.00
H 0.712 1.949 -5.189 0.0 0.0 -0.1 0.00
H 3.476 3.096 -2.240 0.0 0.0 0.0 0.00
H 4.400 4.682 -0.611 -0.1 0.0 0.0 0.00
H 2.924 5.769 1.051 0.0 0.0 0.0 0.00
H 0.504 5.337 1.030 0.0 0.0 0.0 0.00
H -1.246 5.914 -1.696 0.0 0.1 0.0 0.00
H -2.821 5.167 -2.051 0.0 0.0 0.0 0.00
H -1.398 4.786 -3.051 0.1 0.0 0.0 0.00
H -2.006 5.263 0.881 0.0 0.1 0.1 0.00
H -1.631 3.722 1.681 0.0 0.0 0.1 0.00
H -3.160 3.919 0.800 -0.1 0.0 0.0 0.00
O -2.412 0.863 0.162 0.5 -0.2 0.7 -0.01
C -1.361 0.848 0.914 -0.5 -0.1 -0.7 0.00
O -0.258 0.992 0.305 0.0 0.2 -0.1 -0.04
C -1.455 0.700 2.394 0.0 0.0 0.0 0.00
C -0.148 1.041 3.111 -0.4 0.1 0.1 0.00
Ge 1.258 -0.291 3.096 0.3 -0.1 0.2 0.10
C 1.195 -1.614 1.691 0.0 -0.3 -0.2 -0.03
C 0.477 -2.807 1.843 0.0 -0.1 -0.2 0.01
C 0.559 -3.816 0.885 0.5 0.1 0.7 0.02
C 1.363 -3.638 -0.232 1.2 0.2 0.5 0.00
C 2.070 -2.451 -0.403 0.1 -0.2 0.2 0.00
C 1.987 -1.444 0.552 0.0 -0.2 0.1 0.01
C 2.961 0.602 3.119 0.5 0.2 0.0 0.00
C 3.183 1.600 2.162 0.1 0.0 0.1 0.00
C 4.418 2.234 2.082 0.0 0.0 0.0 0.00
C 5.441 1.888 2.956 -0.1 0.0 0.0 0.00
C 5.228 0.909 3.918 0.0 0.0 0.0 0.01
C 3.998 0.267 3.998 -0.1 0.1 -0.1 0.01
C 1.202 -1.371 4.772 0.1 -0.6 0.6 0.23
C 0.332 -1.093 5.881 0.5 0.0 -0.8 0.03
C 0.248 -1.961 6.918 0.5 -0.8 0.3 0.17
C 1.107 -3.130 6.947 -0.2 0.4 -0.2 0.26
C 2.009 -3.414 5.891 -0.3 0.0 0.6 0.05
C 2.086 -2.544 4.853 -0.6 0.8 -0.3 0.13
H -1.790 -0.325 2.581 0.0 0.0 0.0 0.00
H -2.285 1.336 2.710 0.0 0.0 0.0 0.00
H -0.350 1.271 4.159 -0.1 0.1 0.0 0.00
H 0.302 1.939 2.684 0.0 0.1 0.0 0.00
H -0.159 -2.966 2.711 0.1 0.0 0.0 -0.01
H 0.013 -4.743 1.019 0.0 0.0 0.0 0.00
H 1.450 -4.431 -0.965 0.1 0.3 0.2 0.00
H 2.707 -2.323 -1.270 0.0 0.0 0.0 0.00
H 2.575 -0.541 0.426 0.0 0.0 0.1 0.00
H 2.392 1.897 1.475 0.0 0.0 0.0 0.00
H 4.586 3.001 1.336 0.0 -0.1 0.1 0.00
H 6.400 2.385 2.893 0.0 0.0 0.0 0.00
H 6.022 0.646 4.606 0.0 0.0 0.0 0.00
H 3.858 -0.486 4.767 0.0 0.0 0.0 0.01
H -0.289 -0.207 5.878 0.0 0.0 -0.1 0.00
H -0.445 -1.793 7.734 0.1 0.0 0.0 0.01
H 1.084 -3.778 7.817 -0.1 0.0 -0.1 -0.01
H 2.642 -4.290 5.939 0.0 0.0 0.0 0.01
H 2.796 -2.720 4.054 0.0 0.1 -0.1 -0.01
F -7.761 0.895 -3.841 0.0 0.0 0.0 0.00
C -7.022 2.000 -3.879 0.1 -0.1 0.0 0.00
F -7.061 2.507 -5.110 -0.1 0.0 0.0 0.00
F -7.541 2.895 -3.032 -0.1 0.0 0.0 0.00
C -5.588 1.716 -3.471 -0.1 0.0 0.0 0.01
C -4.595 2.623 -3.805 0.0 0.1 -0.1 -0.01
C -3.319 2.388 -3.354 0.2 -0.3 -0.1 0.03
N -2.991 1.323 -2.600 0.0 0.3 0.1 -0.06
C -3.957 0.433 -2.316 0.1 0.0 0.0 0.03
C -5.262 0.591 -2.736 -0.1 -0.1 0.0 0.00
H -4.806 3.489 -4.418 0.0 0.0 0.0 0.00
H -2.512 3.048 -3.624 0.1 0.1 0.0 0.00
H -3.665 -0.429 -1.734 0.0 0.0 0.1 0.00
H -6.006 -0.155 -2.490 0.0 0.0 0.0 0.00
S -0.635 -4.929 -3.577 -0.1 -0.1 -0.2 0.01
C -0.799 -3.335 -2.934 0.0 0.4 0.0 0.01
C -0.966 -2.274 -3.849 0.1 -0.2 0.0 0.00
C -1.048 -0.992 -3.384 0.0 0.0 0.1 0.02
N -0.979 -0.679 -2.070 -0.1 -0.2 0.2 -0.07
C -0.828 -1.691 -1.196 -0.2 0.2 -0.1 0.06
C -0.743 -3.007 -1.578 -0.8 -0.2 -0.5 -0.02
C -0.420 -5.885 -2.101 0.0 -0.2 -0.1 0.00
C 0.829 -6.406 -1.817 -0.1 -0.3 0.1 0.00
C 0.967 -7.160 -0.655 0.0 -0.2 0.2 0.00
N -0.028 -7.402 0.205 -0.1 0.4 -0.6 0.00
C -1.231 -6.909 -0.117 0.1 -0.2 0.2 0.00
C -1.485 -6.156 -1.254 0.0 -0.1 0.0 0.00
H -1.023 -2.461 -4.915 0.0 0.0 0.1 0.00
H -1.183 -0.172 -4.073 0.0 0.1 -0.1 0.00
H -0.744 -1.424 -0.150 0.0 0.0 -0.1 0.00
H -0.610 -3.766 -0.819 -0.7 0.4 -0.7 0.00
H 1.673 -6.232 -2.473 0.0 -0.1 0.0 0.00
H 1.931 -7.586 -0.399 0.0 0.0 0.0 0.00
H -2.038 -7.138 0.571 0.0 0.0 0.0 0.00
H -2.485 -5.800 -1.475 0.1 0.0 0.0 0.00
```
Forces are in eV/Å.

charge	+3
spin multiplicity	4
LUMO energy (alpha / beta)	-7.81 / -11.06	eV
energy relative to the best compared isomer or geometry (same formula, charge and spin)	10.6	kcal per mole
HOMO energy (alpha / beta)	-15.42 / -15.43	eV
Kohn-Sham gap (alpha / beta)	7.606 / 4.373	eV

This record from OMol25 describes a structure of composition C39H26N2OPReS2. The level of theory is ωB97M-V/def2-TZVPD.

The geometry in XYZ format:
```
72
Properties=species:S:1:pos:R:3:forces:R:3:mulliken_spin:R:1
Re 0.200 -0.575 -0.502 0.1 -0.2 0.4 2.77
S -3.705 5.109 -2.215 -0.1 0.0 0.0 0.00
C -5.330 4.935 -1.743 0.1 0.0 0.0 0.00
C -5.549 3.774 -1.059 0.1 0.0 0.0 0.00
C -4.369 3.009 -0.915 -0.1 0.1 0.0 0.00
C -3.277 3.607 -1.498 0.2 -0.1 0.0 0.00
C -1.906 3.114 -1.538 -0.1 -0.1 0.0 0.01
C -1.607 1.816 -1.091 0.0 0.0 0.0 0.03
N -0.367 1.318 -1.095 -0.1 0.2 -0.1 0.20
C 0.670 2.078 -1.559 0.1 0.0 0.0 -0.04
C 0.469 3.375 -2.024 0.0 0.0 0.0 0.01
C 1.612 4.124 -2.483 0.0 0.0 0.0 0.00
C 2.851 3.587 -2.459 0.0 -0.1 0.0 0.00
C 3.071 2.247 -1.974 0.0 0.0 0.0 0.01
C 4.332 1.643 -1.885 0.0 0.0 0.0 0.00
C 4.477 0.354 -1.386 0.1 0.0 0.0 0.00
C 3.307 -0.309 -0.982 -0.1 0.0 0.0 -0.01
N 2.099 0.237 -1.060 0.0 0.2 -0.1 0.09
C 1.973 1.508 -1.536 -0.1 0.1 0.0 -0.04
C 5.772 -0.309 -1.279 -0.1 0.2 -0.1 0.00
C 6.927 0.020 -1.937 0.1 -0.1 0.1 0.00
C 8.008 -0.835 -1.603 -0.1 0.1 0.0 0.00
C 7.659 -1.788 -0.696 -0.1 0.0 0.0 0.00
S 6.014 -1.666 -0.243 0.1 0.0 0.0 0.00
C -0.838 3.876 -2.004 0.0 0.0 0.0 0.03
H -6.044 5.702 -1.997 0.0 0.0 0.0 0.00
H -6.512 3.484 -0.669 0.0 0.0 0.0 0.00
H -4.349 2.068 -0.384 0.0 0.0 0.0 0.00
H -2.382 1.160 -0.719 0.0 0.0 0.0 -0.04
H 1.458 5.132 -2.843 0.0 0.0 0.0 0.00
H 3.703 4.157 -2.803 0.0 0.0 0.0 0.00
H 5.205 2.202 -2.198 0.0 0.0 0.0 0.00
H 3.350 -1.315 -0.586 0.1 0.0 0.0 -0.01
H 7.012 0.825 -2.652 0.0 0.0 0.0 0.00
H 9.001 -0.739 -2.015 0.0 0.0 0.0 0.00
H 8.282 -2.553 -0.262 0.0 0.0 0.0 0.00
H -1.009 4.888 -2.353 0.0 0.0 0.0 0.00
O 0.532 0.452 1.780 0.1 0.0 0.0 0.16
C -0.193 -0.474 1.562 -0.1 -0.2 -0.1 -0.03
C -1.011 -1.360 2.377 0.1 0.2 -0.1 -0.01
C -1.159 -1.217 3.752 -0.1 -0.1 0.0 0.00
C -1.957 -2.140 4.419 0.0 0.0 0.0 0.00
C -2.576 -3.175 3.725 0.0 0.0 0.0 0.00
C -2.412 -3.324 2.346 0.0 0.0 0.0 0.00
C -1.620 -2.409 1.679 -0.1 -0.1 0.1 0.07
P -1.244 -2.430 -0.073 0.0 0.2 0.1 -0.20
C -2.396 -3.375 -1.030 0.0 0.0 -0.1 -0.02
C -2.080 -4.658 -1.483 0.0 0.0 0.0 -0.01
C -3.041 -5.384 -2.169 0.0 0.0 0.0 0.00
C -4.297 -4.836 -2.393 0.0 0.0 0.0 0.00
C -4.608 -3.558 -1.939 0.0 0.0 0.0 0.00
C -3.659 -2.818 -1.257 0.0 0.0 0.0 -0.01
C 0.479 -2.942 -0.322 0.0 -0.3 -0.1 0.15
C 1.365 -3.381 0.687 0.0 0.1 0.0 -0.05
C 2.626 -3.823 0.340 0.0 0.0 0.0 0.02
C 3.031 -3.822 -0.999 0.0 0.0 0.0 -0.01
C 2.191 -3.361 -2.003 -0.1 0.0 0.0 0.07
C 0.909 -2.933 -1.674 0.1 0.0 -0.1 -0.10
H -0.680 -0.403 4.281 0.0 0.0 0.0 0.00
H -2.105 -2.050 5.486 0.0 0.0 0.0 0.00
H -3.196 -3.879 4.264 0.0 0.0 0.0 0.00
H -2.900 -4.135 1.820 0.0 0.0 0.0 0.00
H -1.108 -5.097 -1.294 0.0 0.0 0.0 0.00
H -2.812 -6.380 -2.523 0.0 0.0 0.0 0.00
H -5.044 -5.411 -2.923 0.0 0.0 0.0 0.00
H -5.589 -3.141 -2.121 0.0 0.0 0.0 0.00
H -3.907 -1.825 -0.902 0.0 0.0 0.0 0.00
H 1.047 -3.392 1.722 0.0 0.0 0.0 0.01
H 3.302 -4.183 1.104 0.0 0.0 0.0 0.00
H 4.018 -4.186 -1.255 0.0 0.0 0.0 0.00
H 2.513 -3.367 -3.035 0.0 0.0 0.0 0.00
H 0.208 -2.685 -2.470 0.0 0.0 0.0 -0.03
```
Forces are in eV/Å.

charge	+3
spin multiplicity	4
LUMO energy (alpha / beta)	-9.70 / -10.70	eV
energy relative to the best compared isomer or geometry (same formula, charge and spin)	4.1	kcal per mole
HOMO energy (alpha / beta)	-15.11 / -15.12	eV
Kohn-Sham gap (alpha / beta)	5.413 / 4.420	eV